1.
C26H42IN3O4PPd | ωB97M-V/def2-TZVPD

The geometry in XYZ format:
```
78
Properties=species:S:1:pos:R:3:forces:R:3
Pd -0.5919 -0.7829 1.5747 -0.42 0.26 0.23
O -1.6643 -0.0303 3.4698 -0.32 -0.32 -0.31
N -1.0912 0.6312 4.3681 0.12 -0.10 -0.11
N -0.1783 1.4426 3.9463 0.29 0.42 0.26
O 0.1390 1.6421 2.7010 0.02 -0.06 0.27
C 0.5161 2.1720 4.9658 -0.12 -0.12 -0.19
C 1.4220 3.1379 4.5560 0.12 0.09 0.00
C 2.1386 3.8577 5.5053 -0.03 -0.01 -0.02
C 1.9554 3.6228 6.8593 0.01 -0.02 -0.05
C 1.0348 2.6595 7.2591 -0.02 0.00 -0.01
C 0.3146 1.9340 6.3258 -0.03 -0.02 0.00
H 1.5476 3.2959 3.4944 0.00 -0.02 0.02
H 2.8468 4.6091 5.1765 0.01 -0.01 0.00
H 2.5285 4.1727 7.5954 -0.02 0.02 0.00
H 0.8784 2.4674 8.3141 0.00 -0.01 -0.01
H -0.3985 1.1832 6.6296 0.02 -0.01 0.01
N 2.1113 -0.9371 2.5655 0.07 0.15 0.06
C 2.5300 -2.1705 2.2674 -0.11 -0.04 -0.14
O 1.8252 -3.1555 2.1007 -0.02 0.10 0.07
C 4.0213 -2.3884 2.0369 0.08 0.06 -0.02
I 5.3807 -1.1583 3.1441 0.04 0.02 0.02
H 1.1073 -0.6625 2.4173 0.43 -0.28 0.16
H 2.7661 -0.1734 2.5354 0.03 0.00 0.04
H 4.2451 -2.1941 0.9907 -0.02 -0.01 -0.01
H 4.2645 -3.4145 2.2791 0.00 -0.03 0.03
O 0.8079 -0.7162 -0.3660 -0.57 -0.07 -0.04
P -0.4754 -0.5122 -1.1442 0.35 -0.07 -0.24
C -1.4139 1.0046 -0.7554 0.03 0.14 -0.10
C -0.5207 2.1450 -0.2376 -0.05 -0.04 0.04
C -1.4276 3.1997 0.3910 -0.11 -0.01 -0.11
C -2.5224 3.6982 -0.5905 0.09 -0.07 -0.01
C -2.4320 3.0138 -1.9573 -0.01 -0.01 0.10
C -2.4152 1.4863 -1.8433 0.08 0.05 0.08
C 0.0225 -0.3944 -2.9160 0.37 0.02 0.08
C 0.9262 -1.6023 -3.2966 -0.01 0.11 0.04
C 2.4163 -1.3200 -3.0954 -0.06 0.10 -0.03
C 2.9012 -0.1155 -3.9301 -0.07 -0.03 0.01
C 1.7418 0.8077 -4.3199 -0.02 -0.04 0.06
C 0.7747 0.9397 -3.1465 -0.05 -0.17 -0.09
C -1.6922 -1.8828 -1.0009 0.06 -0.13 -0.17
C -1.0114 -3.1970 -0.5525 -0.16 0.02 -0.06
C -2.0098 -4.3430 -0.6809 0.02 0.04 -0.06
C -2.3567 -4.6184 -2.1546 0.02 0.05 0.02
C -2.2722 -3.3482 -3.0183 -0.02 0.01 0.08
C -2.6350 -2.0972 -2.2196 0.09 -0.03 0.07
H -1.9767 0.6818 0.1272 -0.09 0.02 0.08
H 0.0817 2.5783 -1.0393 0.00 0.00 -0.02
H 0.1511 1.7582 0.5296 -0.03 0.00 -0.10
H -0.8274 4.0337 0.7583 0.01 0.00 -0.01
H -1.8821 2.7393 1.2701 0.04 0.04 0.03
H -2.4413 4.7784 -0.7339 -0.04 0.01 0.02
H -3.5157 3.5172 -0.1692 0.00 -0.01 0.00
H -1.5220 3.3475 -2.4639 0.00 0.00 -0.01
H -3.2694 3.3202 -2.5898 0.00 0.02 -0.02
H -2.1836 1.0689 -2.8250 0.00 -0.02 -0.02
H -3.4193 1.1350 -1.5899 0.00 -0.03 0.00
H -0.8579 -0.4101 -3.5588 -0.02 -0.01 -0.04
H 0.7462 -1.8731 -4.3420 -0.02 0.01 -0.02
H 0.6575 -2.4721 -2.6998 0.01 -0.04 -0.05
H 2.9879 -2.2104 -3.3645 0.01 -0.02 0.05
H 2.5801 -1.1405 -2.0324 -0.02 0.02 0.00
H 3.4250 -0.4521 -4.8289 -0.01 0.00 0.00
H 3.6209 0.4589 -3.3413 0.03 -0.01 -0.03
H 1.2055 0.3976 -5.1826 0.01 0.03 -0.02
H 2.1240 1.7859 -4.6196 0.00 0.01 -0.01
H 0.0577 1.7450 -3.3176 -0.01 0.01 0.03
H 1.3476 1.1995 -2.2523 0.00 0.01 0.01
H -2.3045 -1.5558 -0.1543 -0.03 0.00 0.10
H -0.6715 -3.0861 0.4790 0.06 0.05 0.02
H -0.1214 -3.4172 -1.1468 0.01 0.00 0.02
H -2.9136 -4.0753 -0.1241 0.00 -0.02 0.00
H -1.6119 -5.2462 -0.2156 -0.02 -0.01 0.03
H -3.3605 -5.0469 -2.2240 0.00 0.00 0.00
H -1.6697 -5.3676 -2.5575 -0.02 -0.01 0.00
H -2.9344 -3.4409 -3.8823 0.01 0.01 -0.03
H -1.2616 -3.2345 -3.4150 0.01 -0.01 0.00
H -3.6630 -2.1960 -1.8590 0.01 -0.01 0.03
H -2.6330 -1.2292 -2.8782 -0.07 0.05 0.00
```
Forces are in eV/Å.

Results
Total charge: -1
Largest force on an atom (Eh/bohr): 0.0111
E_LUMO (eV): 2.410
Gap between HOMO and LUMO (eV): 5.72
Calculated total energy (eV): -61172.9332
Relative energy (zero: lowest compared OMol25 entry of this formula, charge and spin) (kJ/mol): 0.00

Here are the Löwdin charges for atoms 1 to 4, given in e: 0.30 -0.22 -0.07 -0.27

=====

2.
C26H42MoN5O2SSbSe4Si4Te | ωB97M-V/def2-TZVPD

The geometry in XYZ format:
```
87
Properties=species:S:1:pos:R:3:forces:R:3
Mo 0.0554 2.2424 0.0597 0.49 -0.14 -0.47
N 3.7060 2.4350 2.2166 -0.12 0.05 -0.08
C 4.3544 2.3991 0.9878 -0.03 -0.04 0.00
C 5.7021 2.4509 0.6604 -0.05 0.01 -0.06
C 6.0087 2.3616 -0.6816 -0.02 -0.01 -0.01
C 5.0091 2.2108 -1.6557 0.01 0.01 0.03
C 3.6713 2.1654 -1.3218 -0.03 0.01 -0.01
C 3.3478 2.2850 0.0267 0.00 -0.03 -0.02
N 2.1168 2.2984 0.6861 0.06 0.19 0.17
C 2.3886 2.3632 1.9820 0.00 -0.03 0.03
C 1.3049 2.2174 2.9340 0.02 0.04 0.04
C 1.2639 2.3615 4.2845 -0.01 -0.05 -0.10
S -0.3207 2.0893 4.8481 0.02 -0.01 -0.02
C -0.8440 1.8003 3.2624 0.07 -0.09 -0.04
N 0.0954 1.8877 2.3565 -0.13 0.12 0.12
H 4.1450 2.5298 3.1184 -0.01 -0.04 -0.01
H 6.4702 2.5581 1.4116 0.04 0.00 0.04
H 7.0431 2.3994 -0.9909 0.03 0.00 -0.01
H 5.2979 2.1308 -2.6937 0.01 -0.01 -0.03
H 2.9127 2.0344 -2.0828 0.04 0.01 0.04
H 2.0610 2.6227 4.9590 0.04 0.02 0.04
H -1.8739 1.5758 3.0332 -0.05 0.02 -0.01
Se 3.2379 5.7673 -0.0361 -0.23 -0.12 -0.10
Sb 0.9543 5.7747 -0.5787 0.13 0.72 0.31
Se -0.3217 7.3933 -1.7106 0.02 -0.32 -0.02
Se -0.3651 4.5024 1.1935 0.14 -0.41 -0.28
Se 0.4135 3.2145 -1.9611 -0.09 -0.69 0.62
O -2.1645 4.5406 -2.9558 0.24 0.14 0.00
C -3.5354 4.3481 -3.2383 -0.08 -0.08 -0.07
N -4.4406 4.9187 -2.2715 0.09 0.10 0.01
C -4.9537 4.3109 -1.1623 0.02 -0.05 0.00
O -5.9211 4.7176 -0.5651 -0.05 0.03 0.03
C -4.2296 3.0978 -0.6312 0.03 0.05 -0.01
C -4.9460 2.0250 -0.1227 0.04 -0.01 0.00
C -4.2432 0.9786 0.4546 0.09 0.02 0.00
C -2.8647 1.0423 0.5074 -0.02 -0.04 0.08
N -2.1644 2.0974 0.0515 -0.11 -0.07 0.14
C -2.8563 3.1121 -0.4903 0.01 0.09 -0.11
H -1.9110 5.4738 -3.0437 -0.10 -0.08 0.05
H -3.6680 3.2663 -3.2761 -0.03 0.06 -0.01
H -3.7902 4.7598 -4.2168 0.02 -0.01 0.07
H -4.8797 5.8031 -2.4877 -0.06 -0.08 -0.03
H -6.0263 2.0257 -0.1747 -0.04 0.01 0.01
H -4.7494 0.1155 0.8617 -0.02 -0.02 0.00
H -2.2912 0.2309 0.9399 -0.02 0.02 -0.07
H -2.2873 3.9674 -0.8205 -0.07 -0.05 -0.01
C -3.2857 -2.6801 -0.7750 0.02 -0.13 -0.01
Si -1.6981 -3.2879 -1.5525 0.07 0.05 -0.02
C -1.3917 -2.4554 -3.1955 0.00 0.00 0.06
C -1.6761 -5.1495 -1.6951 0.00 0.04 -0.03
Si 0.1162 -2.8297 -0.0730 -0.12 -0.04 0.31
Te 0.3736 -0.2659 -0.3230 -0.29 0.70 -0.48
Si 2.2738 -3.4605 -0.8497 -0.02 0.06 0.00
C 2.3843 -5.2801 -0.4456 0.05 0.05 -0.02
C 2.3629 -3.1415 -2.6866 -0.01 -0.02 0.05
C 3.5607 -2.4591 0.0687 -0.05 -0.02 -0.03
Si -0.2856 -3.1313 2.2429 0.07 -0.06 -0.06
C 1.2848 -2.7237 3.1775 -0.04 -0.01 -0.04
C -1.6469 -1.9701 2.8052 0.02 0.02 -0.01
C -0.7731 -4.9223 2.4530 -0.01 0.07 0.03
H -4.1147 -2.8087 -1.4736 -0.02 -0.01 -0.03
H -3.2254 -1.6244 -0.5235 0.00 0.18 0.03
H -3.5268 -3.2402 0.1289 0.00 -0.01 0.05
H -2.2296 -2.6393 -3.8703 -0.04 -0.02 -0.01
H -0.4921 -2.8403 -3.6734 0.05 -0.01 -0.03
H -1.2810 -1.3751 -3.0913 -0.01 0.05 0.00
H -2.5218 -5.4750 -2.3047 -0.03 -0.02 -0.02
H -1.7590 -5.6425 -0.7267 -0.01 -0.02 0.06
H -0.7668 -5.5032 -2.1812 0.04 -0.02 -0.03
H 1.5689 -5.8507 -0.8897 -0.04 -0.02 -0.03
H 2.3803 -5.4602 0.6295 0.00 0.00 0.05
H 3.3192 -5.6800 -0.8434 0.03 -0.03 0.00
H 1.7116 -3.8194 -3.2380 -0.03 -0.03 -0.03
H 3.3823 -3.3048 -3.0405 0.04 -0.01 -0.01
H 2.0820 -2.1190 -2.9413 0.00 0.06 -0.01
H 3.5533 -2.6754 1.1360 -0.01 -0.01 0.07
H 3.4080 -1.3859 -0.0645 0.01 0.06 -0.03
H 4.5546 -2.6971 -0.3136 0.05 -0.02 -0.02
H 1.6872 -1.7524 2.8824 0.01 0.05 -0.01
H 2.0556 -3.4743 3.0032 0.05 -0.03 -0.02
H 1.0917 -2.6971 4.2515 -0.02 -0.01 0.04
H -1.3239 -0.9310 2.7052 0.04 0.03 -0.01
H -1.8669 -2.1456 3.8602 -0.02 -0.02 0.04
H -2.5719 -2.1053 2.2451 -0.05 -0.02 -0.04
H -0.0237 -5.5926 2.0315 0.04 -0.03 -0.02
H -1.7274 -5.1398 1.9728 -0.05 -0.01 -0.03
H -0.8751 -5.1664 3.5117 0.00 -0.01 0.04
```
Forces are in eV/Å.

Results
Total charge: +2
Largest force on an atom (Eh/bohr): 0.0181
E_LUMO (alpha / beta) (eV): -7.965 / -7.932
Gap between HOMO and LUMO (alpha / beta) (eV): 4.93 / 4.96
Calculated total energy (eV): -358598.3069

Here are the Löwdin charges for atoms 1 to 4, given in e: 0.60 0.22 -0.20 0.01

=====

3.
C26H42N2O13SSe2SiSn | ωB97M-V/def2-TZVPD

The geometry in XYZ format:
```
88
Properties=species:S:1:pos:R:3:forces:R:3
Sn -1.0953 2.3771 0.9641 1.21 0.42 0.74
O -4.2891 4.8135 -0.3200 -0.13 -0.92 0.02
C -3.6736 3.7811 -0.1109 2.50 0.97 0.49
O -2.3267 3.8070 0.0661 -2.90 -0.59 -0.39
C -4.3778 2.4261 -0.1070 -1.22 1.29 -0.17
C -5.7646 2.5128 -0.3675 -0.59 -0.15 0.89
C -6.5664 1.3570 -0.3851 1.73 -0.75 0.05
C -5.9895 0.1010 -0.3853 2.04 -0.31 0.56
C -4.5809 0.0591 -0.2156 -1.12 -0.22 -0.74
C -3.7783 1.1647 0.1721 1.22 -0.62 1.35
O -2.6614 0.9089 0.8708 -2.69 0.71 -2.04
N -3.9201 -1.2302 -0.4078 -1.45 -0.87 1.16
O -2.9033 -1.3450 -1.0784 -1.07 -0.06 0.80
O -4.5723 -2.1481 0.1456 1.76 0.32 -1.20
N -7.9675 1.2992 -0.4767 -2.05 0.87 -1.12
O -8.5305 0.2095 -0.2883 0.03 1.24 0.04
O -8.5694 2.3235 -0.8460 0.43 -1.04 0.72
H -6.3492 3.4561 -0.3488 1.15 -0.41 -0.33
H -6.6776 -0.7593 -0.4248 1.08 0.33 -0.20
O 0.1036 7.5928 3.6128 1.05 1.43 0.72
C 1.0824 6.5297 3.6055 -0.52 -0.16 0.20
C 0.4032 5.2799 2.9417 1.61 0.47 1.00
C 1.4599 4.1710 3.2457 -0.10 0.88 1.56
O 1.4320 3.0240 2.4757 -0.33 -1.23 -0.37
C -0.9168 5.0356 3.6933 -0.32 -1.21 -1.65
Se -1.5201 3.0908 3.6098 -0.37 0.36 -0.44
C 0.3081 5.5680 1.4523 0.78 0.06 -0.20
Se 2.1187 5.6846 0.5435 -0.42 -0.04 -0.03
H 0.5743 8.4415 3.8502 -0.77 -1.53 -0.49
H 1.4195 6.2918 4.6463 -0.43 0.05 -0.43
H 1.9695 6.8336 3.0418 -0.18 -0.17 -0.21
H 1.3289 3.9353 4.3348 -0.13 -0.33 -0.67
H 2.4296 4.6438 3.2147 0.44 0.17 -0.40
H 2.1882 2.9022 1.8791 -0.23 0.81 0.16
H -1.7386 5.6290 3.2871 0.21 0.00 0.10
H -0.8284 5.1983 4.7466 0.18 0.23 0.63
H -0.1525 6.5427 1.3169 -0.29 -0.12 -0.12
H -0.2691 4.8106 0.9327 -0.13 0.11 -0.08
C -0.7814 -2.8498 -3.4532 -0.87 -0.62 1.07
C 0.5602 -3.5226 -3.5790 1.85 0.52 1.35
C 1.2578 -3.2700 -4.9151 -0.12 -0.08 -0.06
C 0.5958 -5.0129 -3.1974 -0.50 0.27 0.52
O 1.4449 -2.8360 -2.5915 0.04 -0.93 -1.21
Si 1.3942 -2.2076 -1.1134 -1.12 0.79 0.46
S 0.6383 -0.1151 -1.3079 0.91 -0.97 0.45
O 2.8239 -2.3346 -0.4035 1.02 0.06 0.53
C 4.2424 -2.6787 -0.5772 -1.93 -0.43 -1.28
C 4.9943 -2.0106 0.5260 0.04 0.25 -0.16
C 4.3263 -4.2196 -0.5278 -0.31 0.86 1.07
C 4.6327 -2.1304 -1.9616 0.68 -1.20 0.07
O 0.2375 -2.9550 -0.2626 -0.27 -0.55 -0.14
C -0.1903 -3.0585 1.1335 0.12 -0.26 -1.52
C -0.5433 -1.6726 1.6122 -0.36 -0.08 0.73
C -1.4660 -3.9399 1.1114 1.04 0.13 0.32
C 1.0189 -3.6301 1.8791 -0.79 0.57 0.58
H -1.4130 -3.1615 -4.2642 -0.49 -0.11 -0.49
H -0.7239 -1.7612 -3.4421 0.27 -0.06 -0.18
H -1.2939 -3.1445 -2.4956 0.56 0.25 -0.83
H 0.6598 -3.6163 -5.7585 -0.25 -0.05 0.04
H 2.2088 -3.8256 -4.9808 -0.21 0.47 0.23
H 1.3959 -2.1897 -5.0284 0.23 -0.23 -0.03
H 0.0655 -5.6260 -3.9082 -0.35 -0.15 -0.44
H 0.1170 -5.1483 -2.2273 -0.16 0.11 0.04
H 1.5859 -5.4535 -3.0807 0.28 0.49 -0.28
H 4.6632 -2.3818 1.4848 0.18 -0.28 0.34
H 4.7684 -0.9504 0.5167 0.07 0.27 -0.07
H 6.0574 -2.1667 0.3411 0.11 0.00 0.36
H 3.9618 -4.5938 0.4396 0.05 0.26 -0.12
H 5.3486 -4.5305 -0.6131 0.64 -0.27 -0.28
H 3.7051 -4.6704 -1.2749 -0.22 -0.17 -0.67
H 4.6750 -1.0427 -1.8782 -0.18 -0.07 -0.43
H 3.9247 -2.5252 -2.7299 0.47 0.66 0.58
H 5.6491 -2.5253 -2.2185 -0.63 0.47 0.12
H -1.3473 -1.1673 1.0411 0.58 -0.40 0.29
H 0.3366 -1.0618 1.6862 0.49 0.57 -0.48
H -0.8223 -1.7666 2.6588 -0.55 0.03 0.21
H -2.1608 -3.5078 0.4182 -0.40 0.31 -0.36
H -1.9380 -3.9488 2.0963 0.10 -0.09 0.00
H -1.2581 -4.9587 0.7813 0.14 -0.05 0.10
H 1.7997 -2.8751 1.8561 0.18 -0.01 -0.01
H 1.4197 -4.5610 1.4772 -0.31 -0.04 -0.06
H 0.7025 -3.7329 2.9179 0.24 -0.35 0.18
C 2.6308 1.6752 -1.9267 1.63 0.11 -0.47
C 2.1192 0.8285 -0.8404 1.47 0.81 2.76
O 2.6698 0.9295 0.2688 -1.81 -1.37 -2.24
H 3.4125 1.1451 -2.4955 -0.59 -0.47 -0.18
H 3.2520 2.4602 -1.5010 -0.66 0.57 0.16
H 1.8435 1.9797 -2.5797 -0.30 0.49 -0.50
```
Forces are in eV/Å.

Results
Total charge: -2
Largest force on an atom (Eh/bohr): 0.0671
E_LUMO (eV): 3.444
Gap between HOMO and LUMO (eV): 4.33
Calculated total energy (eV): -212479.4168
Relative energy (zero: lowest compared OMol25 entry of this formula, charge and spin) (kJ/mol): 187.14

Here are the Löwdin charges for atoms 1 to 4, given in e: 1.06 0.05 -0.52 -0.29